Entry 1:
{
  "formula": "C8H16N2O4",
  "method": "ωB97M-V with the def2-TZVPD basis set",
  "largest_force_ev_per_a": 6.04,
  "energy_ev": -19722.510,
  "homo_energy_ha": -0.343,
  "gap_ha": 0.361,
  "total_charge": 0,
  "symbols": ["C", "C", "C", "C", "C", "C", "C", "C", "H", "H", "H", "H", "H", "H", "H", "H", "H", "H", "H", "H", "H", "H", "H", "H", "N", "N", "O", "O", "O", "O"],
  "coordinates": [[-1.805, 2.025, -0.098], [-1.072, 0.742, -0.612], [-1.217, 3.372, -0.501], [-0.023, -1.433, -0.149], [-0.288, -2.689, 0.719], [1.479, -1.195, -0.265], [2.348, -0.897, 0.954], [2.179, -2.378, -0.905], [-1.095, 2.366, 1.916], [-2.797, 2.440, 1.838], [-2.900, 2.018, -0.521], [-0.265, 3.597, 0.383], [-0.755, 3.156, -1.587], [-2.990, 4.675, -1.453], [-1.075, -0.092, 1.287], [-0.248, -1.519, -1.207], [1.703, -0.310, -0.912], [2.168, -1.605, 1.775], [2.326, 0.209, 1.384], [3.463, -0.979, 0.463], [2.412, -3.176, -0.096], [1.583, -2.758, -1.706], [3.130, -2.204, -1.488], [0.171, -3.889, -0.805], [-1.943, 1.962, 1.436], [-0.803, -0.287, 0.295], [-0.768, 0.849, -1.780], [-2.366, 4.375, -0.457], [-0.521, -2.501, 1.933], [-0.032, -3.875, 0.157]]
}

Entry 2:
{
  "formula": "C26H28AsClIN4OPt",
  "method": "ωB97M-V with the def2-TZVPD basis set",
  "largest_force_ev_per_a": 1.42,
  "energy_ev": -120104.406,
  "homo_energy_ha": -0.589,
  "gap_ha": 0.143,
  "total_charge": 3,
  "symbols": ["Pt", "Cl", "C", "C", "C", "I", "C", "O", "C", "N", "C", "C", "C", "C", "H", "H", "H", "H", "C", "C", "As", "C", "C", "C", "C", "H", "H", "H", "H", "H", "H", "H", "H", "H", "H", "H", "H", "H", "H", "H", "C", "C", "N", "C", "C", "C", "C", "C", "C", "C", "C", "N", "C", "N", "H", "H", "H", "H", "H", "H", "H", "H", "H"],
  "coordinates": [[-0.895, 0.340, 0.659], [-6.498, -2.567, 3.986], [-5.451, -2.095, 2.803], [-5.635, -2.636, 1.518], [-4.817, -2.279, 0.480], [-5.066, -2.999, -1.363], [-3.693, -1.270, 0.723], [-3.004, -0.855, -0.171], [-3.484, -0.788, 2.140], [-2.442, 0.021, 2.347], [-2.293, 0.552, 3.572], [-3.147, 0.261, 4.624], [-4.193, -0.619, 4.418], [-4.374, -1.153, 3.140], [-6.450, -3.332, 1.366], [-1.467, 1.237, 3.698], [-2.984, 0.717, 5.591], [-4.864, -0.875, 5.228], [3.459, -0.256, -0.679], [2.960, -0.048, 0.754], [1.174, -0.686, 1.142], [1.043, -2.450, 0.353], [0.431, -2.506, -1.040], [1.145, -0.943, 3.051], [1.302, 0.367, 3.825], [4.522, -0.019, -0.716], [2.967, 0.368, -1.409], [3.350, -1.291, -1.003], [3.031, 0.988, 1.085], [3.561, -0.654, 1.437], [0.467, -3.044, 1.065], [2.062, -2.844, 0.351], [-0.574, -2.080, -1.059], [0.366, -3.543, -1.367], [1.038, -1.971, -1.767], [1.966, -1.631, 3.267], [0.214, -1.458, 3.294], [2.319, 0.750, 3.760], [1.081, 0.212, 4.880], [0.638, 1.145, 3.445], [-1.581, 3.285, -1.982], [-1.574, 2.264, -1.068], [-0.425, 1.656, -0.709], [0.731, 2.017, -1.270], [0.800, 3.031, -2.220], [-0.379, 3.679, -2.555], [2.096, 3.457, -2.797], [2.992, 2.702, -3.425], [2.887, 1.272, -3.783], [4.010, 0.581, -4.205], [3.857, -0.763, -4.509], [2.672, -1.373, -4.448], [1.655, -0.599, -4.077], [1.687, 0.677, -3.709], [-2.513, 3.770, -2.237], [-2.488, 1.920, -0.588], [1.614, 1.528, -0.918], [-0.362, 4.490, -3.272], [2.306, 4.517, -2.701], [3.899, 3.190, -3.766], [4.972, 1.070, -4.297], [4.701, -1.369, -4.815], [0.677, -1.069, -4.074]]
}

Entry 3:
{
  "formula": "C2H6N4S2",
  "method": "ωB97M-V with the def2-TZVPD basis set",
  "largest_force_ev_per_a": 4.23,
  "energy_ev": -29797.784,
  "homo_energy_ha": -0.297,
  "gap_ha": 0.313,
  "total_charge": 0,
  "symbols": ["C", "N", "S", "C", "N", "S", "N", "N", "H", "H", "H", "H", "H", "H"],
  "coordinates": [[-2.046, -2.116, -0.284], [-1.397, -0.969, -0.184], [-0.294, -0.798, 1.127], [0.915, 0.443, 0.374], [2.100, 0.150, 0.064], [2.862, -1.275, 0.124], [0.608, 1.784, 0.425], [-0.620, 2.252, -0.129], [-1.939, -3.094, 0.268], [-2.938, -2.001, -0.869], [3.845, -0.856, -0.963], [1.424, 2.569, 0.250], [-1.506, 2.321, 0.629], [-1.012, 1.590, -0.834]]
}

Entry 4:
{
  "formula": "C5H15N2S",
  "method": "ωB97M-V with the def2-TZVPD basis set",
  "largest_force_ev_per_a": 3.51,
  "energy_ev": -19231.723,
  "homo_energy_ha": [-0.452, -0.455],
  "gap_ha": [0.230, 0.234],
  "total_charge": 1,
  "symbols": ["C", "C", "C", "C", "C", "N", "N", "S", "H", "H", "H", "H", "H", "H", "H", "H", "H", "H", "H", "H", "H", "H", "H"],
  "coordinates": [[0.431, -0.085, 1.315], [1.082, -2.436, -1.739], [-3.212, -0.019, 0.863], [3.452, 1.647, -0.971], [0.674, -0.690, 0.022], [0.445, -1.844, -0.526], [-2.209, 0.312, 1.866], [2.117, 0.938, -2.021], [0.803, -0.933, 1.923], [-0.655, 0.032, 1.463], [0.858, 0.920, 1.427], [0.507, -2.287, -2.724], [2.050, -1.920, -1.868], [1.161, -3.562, -1.658], [-3.342, -1.106, 0.577], [-4.202, 0.503, 1.036], [-2.778, 0.682, 0.063], [3.901, 0.767, -0.266], [3.074, 2.438, -0.281], [4.304, 1.933, -1.619], [-0.389, -2.390, -0.131], [-2.395, -0.001, 2.840], [-2.192, 1.276, 1.968]]
}

Entry 5:
{
  "formula": "C6H12O",
  "method": "ωB97M-V with the def2-TZVPD basis set",
  "largest_force_ev_per_a": 0.29,
  "energy_ev": -8461.596,
  "homo_energy_ha": -0.340,
  "gap_ha": 0.380,
  "total_charge": 0,
  "symbols": ["C", "C", "C", "C", "H", "H", "H", "H", "H", "H", "C", "O", "C", "H", "H", "H", "H", "H", "H"],
  "coordinates": [[0.563, -1.608, -1.046], [1.690, -1.049, -1.496], [0.982, 0.116, -2.153], [-0.334, -0.530, -1.618], [0.350, -2.504, -0.469], [2.741, -1.317, -1.424], [1.202, 1.106, -1.737], [1.060, 0.163, -3.246], [-1.041, -0.855, -2.390], [-0.854, 0.085, -0.876], [0.375, 0.282, 1.835], [-0.462, 1.230, 1.221], [-1.759, 1.199, 1.755], [1.353, 0.346, 1.353], [-0.012, -0.741, 1.705], [0.482, 0.482, 2.913], [-2.352, 1.946, 1.221], [-2.226, 0.209, 1.622], [-1.759, 1.440, 2.830]]
}

Entry 6:
{
  "formula": "C3H11NO2S",
  "method": "ωB97M-V with the def2-TZVPD basis set",
  "largest_force_ev_per_a": 2.49,
  "energy_ev": -19708.611,
  "homo_energy_ha": -0.338,
  "gap_ha": 0.365,
  "total_charge": 0,
  "symbols": ["O", "C", "N", "C", "C", "S", "H", "H", "H", "H", "H", "H", "H", "H", "H", "O", "H", "H"],
  "coordinates": [[-0.979, 3.995, -0.449], [-0.345, 2.882, -1.085], [0.096, 1.831, -0.197], [-0.779, 0.733, 0.210], [0.192, -0.411, 0.542], [-0.638, -2.133, 0.507], [-1.671, 3.552, 0.057], [-0.973, 2.492, -1.897], [0.582, 3.273, -1.528], [0.454, 2.365, 0.594], [-1.495, 0.816, 1.030], [-1.225, 0.430, -0.746], [0.851, -0.570, -0.310], [0.860, -0.349, 1.403], [-1.129, -2.102, -0.749], [2.676, -3.964, 0.195], [3.436, -4.341, -0.195], [2.154, -3.414, -0.384]]
}

How do the records compare in ΔE to the lowest compared entry with this formula, charge and spin? In the order shown, they have 98.44; 11.14; 110.26; 140.45; 63.59; 21.11 kcal per mole.